# 1
{"formula": "C42H34MoN5S", "method": "wB97M-V/def2-TZVPD", "elements": ["Mo", "N", "C", "C", "C", "C", "C", "N", "C", "C", "C", "C", "C", "N", "H", "H", "H", "H", "H", "H", "H", "H", "H", "C", "C", "C", "C", "C", "C", "C", "H", "H", "H", "H", "H", "H", "H", "C", "C", "C", "C", "C", "C", "C", "C", "C", "C", "C", "C", "C", "C", "C", "H", "H", "H", "H", "H", "H", "H", "H", "H", "H", "S", "C", "C", "C", "N", "C", "C", "C", "C", "C", "N", "C", "C", "H", "H", "H", "H", "H", "H", "H", "H"], "positions_angstrom": [[-0.52217, -0.12390, 1.51238], [1.25780, -2.10298, 0.80991], [2.23142, -1.14981, 1.21379], [3.57627, -1.43745, 1.34045], [4.42152, -0.41950, 1.75643], [3.90323, 0.84636, 1.99280], [2.54692, 1.04760, 1.83218], [1.72236, 0.05455, 1.48217], [0.66580, -1.92686, -0.47950], [0.69991, -2.88398, -1.47538], [0.03537, -2.59818, -2.65946], [-0.58429, -1.36461, -2.81818], [-0.57164, -0.47080, -1.76617], [0.01848, -0.77067, -0.60611], [1.53168, -3.05913, 0.99186], [3.95212, -2.42513, 1.11137], [5.48007, -0.60855, 1.87237], [4.54003, 1.66404, 2.29650], [2.08273, 2.01118, 1.99678], [1.22376, -3.81939, -1.33145], [-0.00087, -3.33293, -3.45241], [-1.08835, -1.11026, -3.73920], [-1.05150, 0.49900, -1.80953], [-1.18922, 0.68756, 3.44726], [-0.93822, -0.69445, 3.62258], [-2.07530, -1.73171, 3.58003], [-1.87951, -2.87732, 4.52506], [-0.67978, -3.19523, 5.01247], [0.48009, -2.33803, 4.78341], [0.34196, -1.14733, 4.18296], [-0.46209, 1.40659, 3.82036], [-2.20613, 1.05824, 3.43522], [-3.03043, -1.23475, 3.77165], [-2.74512, -3.48754, 4.75347], [-0.56143, -4.06595, 5.64448], [1.43550, -2.62778, 5.20171], [1.18039, -0.45798, 4.14956], [-1.09505, 1.56640, 0.85561], [-1.55204, 2.58909, 0.26246], [-2.03771, 3.67200, -0.34787], [-2.53638, 4.82240, 0.42947], [-3.41778, 5.74271, -0.14334], [-3.90763, 6.80330, 0.60175], [-3.52029, 6.96415, 1.92383], [-2.64257, 6.05538, 2.50295], [-2.15619, 4.99374, 1.76319], [-2.06188, 3.70690, -1.82910], [-2.63317, 2.65437, -2.54238], [-2.63787, 2.66052, -3.92873], [-2.05976, 3.71663, -4.61889], [-1.49509, 4.77321, -3.91639], [-1.50655, 4.77627, -2.53110], [-3.73332, 5.61586, -1.17035], [-4.59641, 7.50427, 0.14929], [-3.90009, 7.79571, 2.50254], [-2.33448, 6.18123, 3.53260], [-1.46736, 4.28645, 2.20791], [-3.10768, 1.84753, -1.99413], [-3.10582, 1.84980, -4.47279], [-2.06106, 3.72409, -5.70078], [-1.04810, 5.60088, -4.45102], [-1.07024, 5.60421, -1.98600], [-5.23670, -4.30810, 0.32598], [-4.17743, -3.01045, 0.94868], [-4.32860, -1.66595, 0.40260], [-3.33480, -0.78277, 0.56028], [-2.17364, -1.07714, 1.25612], [-2.13195, -2.27392, 2.11161], [-3.17887, -3.29504, 1.78425], [-4.27894, -4.52399, -1.17376], [-4.55647, -3.78873, -2.31545], [-3.70111, -3.90859, -3.40309], [-2.63024, -4.69784, -3.41680], [-2.40318, -5.43442, -2.33007], [-3.18978, -5.38443, -1.18982], [-5.22695, -1.39947, -0.13457], [-3.37629, 0.21883, 0.15055], [-1.16559, -2.78000, 1.96632], [-3.04193, -4.29838, 2.16741], [-5.41185, -3.12842, -2.35627], [-3.88603, -3.33546, -4.30546], [-1.54512, -6.09734, -2.37113], [-2.95369, -5.99325, -0.32745]], "atomic_forces_ev_per_a": [[0.0, -0.3, -0.3], [-0.1, -0.1, -0.1], [-0.1, 0.0, 0.0], [0.1, 0.0, 0.0], [-0.1, 0.0, 0.0], [0.0, 0.0, 0.0], [0.0, 0.1, 0.0], [0.1, -0.1, 0.0], [0.0, 0.1, 0.1], [0.0, 0.0, 0.0], [0.0, 0.0, 0.0], [0.0, 0.0, 0.0], [0.0, 0.0, 0.0], [0.0, 0.0, 0.1], [0.0, 0.0, 0.0], [0.0, 0.0, 0.0], [0.0, 0.0, 0.0], [0.0, 0.0, 0.0], [0.0, 0.0, 0.0], [0.0, 0.0, 0.0], [0.0, 0.0, 0.0], [0.0, 0.0, 0.0], [0.0, 0.0, 0.0], [0.0, -0.1, 0.1], [0.0, 0.1, 0.1], [0.0, 0.0, 0.0], [0.0, 0.0, 0.0], [0.0, 0.0, 0.0], [0.0, 0.0, 0.0], [0.0, 0.0, 0.0], [0.0, 0.0, -0.1], [0.0, 0.0, 0.0], [0.0, 0.0, 0.0], [0.0, 0.0, 0.0], [0.0, 0.0, 0.0], [0.0, 0.0, 0.0], [0.0, 0.0, 0.0], [-0.2, 0.3, -0.2], [0.2, -0.4, 0.2], [0.0, 0.2, 0.0], [0.0, 0.0, -0.1], [0.0, 0.0, 0.0], [0.0, 0.0, 0.0], [0.0, 0.0, 0.0], [0.0, 0.0, 0.0], [0.0, 0.0, 0.0], [0.0, 0.0, -0.1], [0.0, 0.0, 0.1], [0.0, 0.0, 0.0], [0.0, 0.0, 0.0], [0.0, 0.0, 0.0], [0.0, 0.0, 0.0], [0.0, 0.0, 0.0], [0.0, 0.0, 0.0], [0.0, 0.0, 0.0], [0.0, 0.0, 0.0], [0.0, 0.0, 0.0], [0.0, 0.0, 0.0], [0.0, 0.0, 0.0], [0.0, 0.0, 0.0], [0.0, 0.0, 0.0], [0.0, 0.0, 0.0], [0.0, 0.0, 0.0], [0.0, 0.0, 0.0], [0.1, 0.0, 0.0], [-0.1, 0.0, -0.1], [0.1, 0.1, 0.1], [0.0, 0.0, 0.1], [0.0, 0.0, 0.0], [0.0, 0.0, 0.0], [0.0, 0.0, 0.0], [0.0, 0.0, 0.0], [0.0, 0.0, 0.0], [0.0, 0.0, 0.0], [0.0, 0.0, 0.0], [0.0, 0.0, 0.0], [0.0, 0.0, 0.0], [0.0, 0.0, 0.0], [0.0, 0.0, 0.0], [0.0, 0.0, 0.0], [0.0, 0.0, 0.0], [0.0, 0.0, 0.0], [0.0, 0.0, 0.0]], "homo_energy_ha": [-0.3509, -0.3655], "homo_lumo_gap_ev": [6.13, 6.36], "total_charge": 1, "total_energy_ev": -64238.7901}

---

# 2
{"formula": "C42H35BiN9SSi", "method": "wB97M-V/def2-TZVPD", "elements": ["Bi", "C", "C", "C", "C", "C", "C", "N", "C", "C", "C", "C", "C", "C", "N", "N", "C", "C", "C", "C", "C", "N", "H", "H", "H", "H", "H", "H", "H", "H", "H", "H", "H", "H", "H", "N", "C", "C", "C", "C", "C", "C", "C", "C", "C", "C", "C", "C", "N", "C", "C", "C", "C", "N", "H", "H", "H", "H", "H", "H", "H", "H", "H", "H", "C", "Si", "C", "C", "C", "C", "C", "C", "N", "C", "S", "H", "H", "H", "H", "H", "H", "H", "H", "H", "H", "H", "H", "N", "C"], "positions_angstrom": [[-0.30335, -21.38133, -0.48216], [-3.08533, -16.01394, -1.37299], [-3.68996, -17.22042, -0.95454], [-3.23678, -18.43533, -1.42621], [-2.05592, -18.53652, -2.18034], [-1.48381, -17.31943, -2.61653], [-2.01928, -16.09559, -2.25638], [-1.50040, -19.76516, -2.48376], [-1.88395, -20.57272, -3.49285], [-2.97075, -20.34592, -4.34094], [-3.12155, -21.06687, -5.52964], [-2.29049, -22.14224, -5.85915], [-1.22628, -22.46658, -4.98342], [-1.02813, -21.68902, -3.81063], [0.06148, -21.85461, -2.97325], [0.97237, -22.62518, -3.51671], [2.10425, -22.77392, -2.81664], [3.05966, -23.67668, -3.36459], [4.27684, -23.86835, -2.73317], [4.42371, -23.31504, -1.45334], [3.44025, -22.46253, -0.90643], [2.33269, -22.16374, -1.57763], [-3.42549, -15.06811, -1.00542], [-4.51055, -17.22594, -0.24391], [-3.77217, -19.34698, -1.17260], [-0.56902, -17.38717, -3.24328], [-1.60534, -15.17272, -2.66191], [-3.62604, -19.49977, -4.12459], [-3.84063, -20.74703, -6.25788], [-2.52200, -22.61959, -6.79009], [-0.49447, -23.25692, -5.16545], [2.76223, -24.10971, -4.31585], [5.07865, -24.47305, -3.18832], [5.28902, -23.51293, -0.82631], [3.56430, -21.99984, 0.07076], [1.37941, -30.12387, 6.26465], [1.19514, -29.20792, 5.60012], [1.04760, -28.04350, 4.81335], [-0.09908, -27.90256, 4.02191], [-0.16273, -26.81923, 3.13274], [0.83456, -25.80214, 3.02491], [1.92461, -25.93942, 3.95016], [2.06004, -27.09377, 4.76852], [0.66485, -24.67493, 2.02714], [1.08341, -23.35912, 2.38613], [1.10413, -22.88806, 3.77077], [1.72246, -21.65167, 3.73339], [1.99715, -21.37186, 2.37381], [1.61523, -22.35487, 1.54953], [0.02041, -24.96048, 0.77286], [-0.16001, -26.25874, 0.12871], [-1.13094, -26.10120, -0.87004], [-1.42527, -24.72795, -0.90327], [-0.68499, -24.00893, -0.02467], [-0.93667, -28.60813, 4.10553], [-1.03524, -26.74052, 2.49396], [2.73257, -25.20392, 4.01230], [2.97495, -27.18934, 5.37888], [0.78302, -23.43735, 4.64811], [1.94978, -20.98768, 4.58198], [2.51014, -20.49377, 2.03342], [0.21637, -27.24220, 0.46235], [-1.58704, -26.87313, -1.44859], [-2.15935, -24.24466, -1.54879], [0.77737, -15.41246, 0.75317], [0.52371, -16.29270, 2.43785], [2.21635, -16.85557, 3.08014], [-0.14541, -14.93677, 3.63529], [-0.70782, -17.72658, 2.29741], [-1.95544, -17.66294, 2.94071], [-2.88560, -18.69632, 2.85950], [-2.47214, -19.84514, 2.17653], [-1.24234, -19.95821, 1.58159], [-0.41271, -18.91290, 1.51880], [0.94410, -18.96200, 0.39889], [1.58300, -14.67945, 0.78303], [-0.13308, -14.88215, 0.43836], [0.98558, -16.12455, -0.04445], [2.82334, -15.98592, 3.35516], [2.75103, -17.42874, 2.34492], [2.06367, -17.45425, 3.96524], [0.57568, -14.12894, 3.74347], [-0.26855, -15.44229, 4.60873], [-1.10651, -14.51730, 3.27387], [-2.21842, -16.76795, 3.52259], [-3.85199, -18.64212, 3.32308], [-3.13229, -20.68148, 1.99611], [-3.69989, -21.89269, -0.11535], [-2.55947, -21.77905, -0.29321]], "atomic_forces_ev_per_a": [[0.8, 0.2, 0.3], [-0.2, -1.4, 0.2], [0.2, 0.9, -0.1], [0.2, -0.5, 0.2], [-1.1, 1.1, -0.2], [0.9, -1.0, -0.4], [0.0, 0.4, 0.0], [0.7, -1.6, -0.3], [1.1, 0.8, 1.7], [-1.1, 0.2, -1.9], [0.4, 1.0, 1.6], [1.5, -0.2, 1.4], [-1.1, 0.5, -0.9], [0.1, -0.2, 0.2], [0.5, -1.6, -2.3], [-2.0, 1.5, 0.4], [2.8, -0.8, 3.0], [-0.6, 1.1, -0.2], [-0.2, -0.1, 0.7], [0.1, 0.4, 0.3], [0.1, -0.6, -1.3], [-0.8, -0.6, -1.5], [-0.2, 0.4, 0.1], [-0.1, 0.2, -0.2], [0.2, 0.0, 0.1], [-0.7, 0.1, 0.4], [0.1, -0.2, 0.1], [0.2, -0.3, -0.1], [-0.5, 0.0, -0.1], [0.4, -0.6, -0.2], [-0.5, 0.2, -0.1], [0.4, -0.1, 0.1], [-0.6, 0.3, 0.3], [0.1, 0.0, -0.3], [-0.1, -0.2, -0.2], [0.0, -0.4, 0.2], [0.3, -0.2, 0.6], [-0.4, 0.3, -0.8], [0.2, 0.9, -0.5], [0.1, 0.2, 0.0], [-0.1, -0.8, 1.1], [-0.3, -0.6, -0.5], [0.2, 1.5, -0.5], [-0.2, 0.7, -1.0], [-0.1, -0.1, 1.3], [1.0, -0.1, -1.0], [-0.4, 0.1, 0.7], [-0.2, -1.0, 0.1], [-0.8, -0.2, 0.6], [0.4, -0.6, -1.1], [-1.1, 0.0, 0.7], [1.2, 0.2, 1.1], [0.8, 1.0, 0.4], [-0.3, -1.0, 0.5], [0.5, 0.3, -0.1], [0.0, 0.1, 0.1], [-0.4, -0.1, -0.3], [-0.7, -0.1, -0.3], [-0.1, 0.1, -0.2], [-0.2, -0.4, -0.6], [0.0, 0.2, -0.4], [0.0, 0.9, -0.2], [-0.1, -0.3, -0.3], [0.3, 0.0, 0.2], [-0.5, -0.2, 0.2], [0.3, 0.9, -0.8], [-0.6, 0.6, 0.1], [-0.3, -1.1, -0.3], [-0.3, -0.2, 0.1], [0.8, 0.4, 0.0], [1.0, -1.1, -0.7], [0.8, 0.7, -0.2], [-1.1, -0.1, -0.4], [-0.1, 1.3, 0.6], [-0.7, 0.0, 0.3], [0.1, 0.0, 0.1], [0.1, -0.1, 0.2], [0.1, -0.1, 0.1], [-0.1, 0.0, 0.0], [0.2, -0.3, -0.3], [0.1, -0.3, 0.4], [0.1, 0.0, 0.0], [-0.2, 0.5, -0.1], [0.5, -0.3, 0.3], [0.2, -0.3, -0.3], [-0.3, 0.0, 0.0], [0.0, -0.1, 0.2], [0.4, 0.0, -0.1], [-1.3, 0.0, -0.2]], "homo_energy_ha": [-0.1789, -0.1687], "homo_lumo_gap_ev": [5.87, 5.39], "total_charge": -1, "total_energy_ev": -82085.1409}